The following is a quantum chemistry calculation of a cluster of 4 separate species, C23H60N5O10P in total, from OMol25.

```
99
C23H60N5O10P | OMol25 | the ωB97M-V functional and the def2-TZVPD basis
C -1.2000 -4.1999 3.8292
C -1.4008 -2.7776 3.0337
O -2.4808 -2.9805 2.0477
C -3.8105 -2.7175 2.6200
C -4.8519 -3.7660 1.8372
N -6.1047 -2.9621 1.4538
C -0.0618 -2.3289 2.1373
N 0.9482 -1.5304 2.9314
P 0.6959 -3.8028 1.1511
O 1.5046 -3.1342 -0.0733
O 1.8517 -4.7375 2.0657
O -0.5525 -4.7865 0.3773
H -1.1488 -5.1234 3.0798
H -2.1492 -4.4228 4.5165
H -0.2057 -4.1150 4.4675
H -1.6206 -1.9591 3.8411
H -4.1137 -1.6192 2.3277
H -3.8769 -2.8029 3.7852
H -4.3460 -4.0753 0.8268
H -5.0885 -4.6663 2.5551
H -5.8404 -2.2580 0.7016
H -6.4473 -2.3964 2.2625
H -0.5008 -1.5912 1.3079
H 1.6265 -1.1111 2.2265
H 1.4722 -2.1193 3.6284
H 1.5060 -4.8750 2.9989
H -0.8005 -5.5679 0.9570
C -1.0581 1.9727 1.7140
O -1.2462 2.0490 3.1211
C -0.2220 1.3704 3.8594
C 0.6314 2.3816 4.6420
N 1.4682 3.1817 3.7377
C 2.1131 4.3224 4.3945
C 1.1934 5.4335 4.9397
O 0.4996 6.1587 3.9222
C -0.7244 5.5670 3.5097
H -1.9419 2.3963 1.2288
H -0.1857 2.5563 1.4076
H -0.9492 0.9346 1.3892
H 0.3991 0.7316 3.2181
H -0.7327 0.7190 4.5771
H 1.2745 1.8422 5.3450
H -0.0492 3.0187 5.2132
H 0.8918 3.5325 2.9768
H 2.7788 4.7731 3.6497
H 2.7538 3.9542 5.2051
H 1.8367 6.1678 5.4392
H 0.5014 5.0723 5.7078
H -1.2224 5.0243 4.3183
H -0.5550 4.9110 2.6554
H -1.3897 6.3672 3.1734
C -3.4581 -3.8685 -6.0684
O -3.6462 -3.7922 -4.6612
C -2.6220 -4.4707 -3.9230
C -1.7686 -3.4596 -3.1404
N -0.9318 -2.6595 -4.0446
C -0.2869 -1.5188 -3.3879
C -1.2066 -0.4076 -2.8427
O -1.9004 0.3176 -3.8601
C -3.1244 -0.2742 -4.2726
H -4.3419 -3.4448 -6.5535
H -2.5857 -3.2849 -6.3747
H -3.3492 -4.9066 -6.3931
H -2.0009 -5.1095 -4.5642
H -3.1327 -5.1221 -3.2053
H -1.1255 -3.9989 -2.4373
H -2.4492 -2.8225 -2.5692
H -1.5082 -2.3086 -4.8055
H 0.3788 -1.0681 -4.1326
H 0.3538 -1.8870 -2.5773
H -0.5633 0.3267 -2.3432
H -1.8986 -0.7688 -2.0745
H -3.6224 -0.8169 -3.4640
H -2.9550 -0.9302 -5.1270
H -3.7897 0.5260 -4.6089
C 3.3900 2.3598 0.5290
O 3.8811 1.3961 -0.3936
C 2.8515 0.8386 -1.2203
C 3.0425 1.2782 -2.6810
N 2.7460 2.7073 -2.8479
C 3.1464 3.2385 -4.1540
C 4.6541 3.2523 -4.4767
O 5.4105 4.1482 -3.6596
C 5.8414 3.5950 -2.4239
H 4.2074 2.6346 1.2017
H 3.0573 3.2613 0.0073
H 2.5730 1.9482 1.1273
H 1.8460 1.0844 -0.8549
H 2.9635 -0.2500 -1.1685
H 2.3750 0.6944 -3.3230
H 4.0756 1.0565 -2.9621
H 3.2309 3.2328 -2.1248
H 2.7856 4.2726 -4.1919
H 2.6137 2.6920 -4.9419
H 4.7607 3.6263 -5.5020
H 5.0968 2.2506 -4.4775
H 6.0335 2.5202 -2.4890
H 5.1109 3.8072 -1.6427
H 6.7720 4.0928 -2.1375
```

Values from the calculation:
Total charge ... 0
Energy above the lowest of the compared OMol25 structures with the same formula, charge and spin ... 75.5 kcal/mol
SMILES string ... C[C@H](OCCN)[C@@H](N)P(=O)(O)O.COCCNCCOC.COCCNCCOC.COCCNCCOC
HOMO ... -8.35 eV

The following is a quantum chemistry calculation of a structure of composition C23H60O23PbS7, from OMol25.

```
114
C23H60O23PbS7 | OMol25 | the ωB97M-V functional and the def2-TZVPD basis
Pb -1.4409 0.0730 0.5132
O -3.1907 1.6927 1.6816
C -3.3462 3.0607 1.3818
C -4.8590 3.4911 0.9852
O -5.9144 2.6004 0.4972
H -2.6823 3.2928 0.5491
H -3.0391 3.5857 2.2863
H -4.7042 4.3844 0.3802
H -5.2972 3.8903 1.8999
O 2.3989 2.6892 1.8155
S 1.2425 2.3440 2.6452
O 0.2480 1.4365 2.0668
O 1.7232 1.9048 4.2181
C 2.9430 2.5953 4.6267
C 3.4904 1.7122 5.7383
C 0.2092 3.8117 3.0270
H 2.5000 3.5092 5.0225
H 3.7082 2.8892 3.9083
H 4.2366 2.1518 6.4002
H 3.8580 0.8538 5.1759
H 2.5840 1.3795 6.2441
H -0.6789 3.3294 3.4353
H 0.0440 4.3114 2.0724
H 0.6863 4.2683 3.8942
O 0.2742 -4.3077 1.6766
S -0.9561 -3.8979 0.9816
O -1.0598 -2.5813 0.2399
O -1.3753 -5.1085 -0.1215
C -1.0948 -6.4821 0.1016
C -2.3870 -7.0981 0.5652
C -2.3579 -4.1279 2.0582
H -0.0888 -6.5647 0.5129
H -1.0075 -6.9959 -0.8558
H -3.3433 -6.7178 0.2059
H -2.4098 -7.2524 1.6440
H -2.3180 -8.0364 0.0148
H -3.2958 -4.3777 1.5623
H -2.4788 -3.1671 2.5585
H -2.0591 -4.7820 2.8773
O -2.9370 0.6749 -1.7575
S -3.7503 0.5667 -2.9786
O -3.4360 1.4295 -4.1041
O -3.6549 -0.9468 -3.5912
C -3.4902 -2.0656 -2.7195
C -3.2055 -3.1792 -3.6120
C -5.5285 0.7164 -2.5814
H -4.4632 -2.2245 -2.2547
H -2.7257 -1.8138 -1.9845
H -2.5000 -2.9239 -4.4027
H -4.0947 -3.2735 -4.2353
H -3.0161 -4.1323 -3.1182
H -5.8687 1.6933 -2.2379
H -5.5801 0.0773 -1.6999
H -6.1128 0.1755 -3.3259
O -1.2453 -0.8415 2.8685
S -1.0485 -1.1569 4.3113
O -1.8248 -2.2401 4.9675
O 0.5850 -1.2776 4.6714
C 1.3342 -2.3160 4.0297
C 2.8144 -2.2180 4.2503
C -1.3755 0.3983 5.1896
H 1.2287 -2.3127 2.9448
H 1.0708 -3.2616 4.5038
H 3.1491 -2.2678 5.2864
H 3.1049 -1.2197 3.9228
H 3.4188 -2.9015 3.6539
H -1.8853 0.9914 4.4302
H -0.4438 0.8195 5.5671
H -2.0213 0.0980 6.0147
O -0.0803 -2.4547 -3.5040
S 0.1436 -1.0503 -3.1057
O -0.5135 -0.5126 -1.9053
O 1.8029 -0.6662 -3.0991
C 2.6134 -1.2662 -4.1073
C 3.5017 -0.1541 -4.7124
C -0.4145 0.1037 -4.5155
H 2.1828 -1.8515 -4.9197
H 3.2500 -1.9017 -3.4918
H 3.8628 -0.3333 -5.7251
H 4.3826 -0.0783 -4.0749
H 2.9926 0.8037 -4.8203
H -0.8731 0.9253 -3.9653
H -1.0888 -0.3046 -5.2683
H 0.4205 0.5024 -5.0917
O 1.0966 -0.3448 0.1931
S 2.5422 -0.3656 0.2840
O 3.2663 -0.4570 1.5630
O 3.2094 -1.4851 -0.7444
C 4.5039 -1.9927 -0.5642
C 5.5558 -0.8443 -0.7566
C 3.2148 1.1908 -0.6176
H 4.6320 -2.7239 -1.3624
H 4.6076 -2.4767 0.4069
H 5.4255 0.0488 -0.1455
H 5.6411 -0.4482 -1.7685
H 6.5507 -1.2354 -0.5436
H 4.0273 1.6065 -0.0217
H 2.4190 1.9243 -0.7473
H 3.5811 0.8569 -1.5884
O -0.5655 2.1674 -0.8727
S -0.3615 3.5144 -1.3587
O 0.1698 4.5013 -0.4648
O 0.5827 3.3291 -2.6843
C 1.0076 4.4077 -3.5611
C 1.7633 5.4676 -2.9146
C -1.8880 4.0886 -2.2287
H 0.2021 4.7699 -4.1998
H 1.6448 3.9896 -4.3404
H 1.2171 6.0641 -2.1839
H 2.2564 6.1863 -3.5691
H 2.6310 4.9921 -2.4572
H -1.9196 3.6965 -3.2452
H -1.7589 5.1676 -2.1435
H -2.6969 3.8155 -1.5511
```

Values from the calculation:
Total charge ... -1
HOMO (spin up / spin down) ... -0.09 / -1.56 eV
Spin multiplicity ... 2

Largest force on an atom (Eh/bohr)
0.130; 0.095